Entry 1:
Density functional theory data (wB97M-V/def2-TZVPD) for 2 unconnected molecules or ions with the total composition C3H10O2 at a distorted geometry.

Results
LUMO: 0.740 eV
molecular weight: 78.11 g mol⁻¹
SMILES: CCOC.O
Kohn-Sham gap: 10.425 eV
charge: 0

Each line ends with the Löwdin charge.
Geometry (Å):
C: 1.62 3.30 -0.59  -0.08
C: 0.69 2.07 -0.66  -0.34
O: 1.11 0.85 -0.18  -0.18
C: 0.00 0.00 0.00  -0.12
H: 2.55 3.15 -1.17  0.07
H: 1.89 3.63 0.42  0.07
H: 1.03 4.10 -1.07  0.08
H: 0.36 2.01 -1.72  0.12
H: -0.14 2.50 -0.07  0.11
H: -0.64 0.42 0.80  0.09
H: 0.33 -1.01 0.30  0.09
H: -0.60 -0.08 -0.92  0.09
O: -2.12 2.38 -3.51  -0.09
H: -2.65 3.20 -3.68  0.05
H: -2.77 1.74 -3.14  0.05



Entry 2:
Density functional theory data (wB97M-V/def2-TZVPD) for 2 unconnected molecules or ions with the total composition C3H10O2S at a distorted geometry.

Results
LUMO: 0.578 eV
molecular weight: 110.18 g mol⁻¹
SMILES: OCCCS.O
Kohn-Sham gap: 9.676 eV
charge: 0

Each line ends with the Löwdin charge.
Geometry (Å):
O: 1.35 -0.87 0.66  -0.09
C: 0.85 0.38 1.20  -0.25
C: -0.64 0.53 0.96  -0.28
C: -1.08 0.31 -0.49  -0.57
S: -2.81 0.88 -0.74  0.69
H: 0.91 -1.57 1.14  0.08
H: 1.49 1.15 0.79  0.12
H: 1.01 0.31 2.28  0.11
H: -0.99 1.50 1.29  0.10
H: -1.13 -0.21 1.60  0.11
H: -0.45 0.91 -1.13  0.07
H: -0.98 -0.71 -0.83  0.07
H: -3.23 -0.28 -0.21  -0.14
O: 1.98 -0.42 -2.34  -0.06
H: 2.42 -0.84 -1.58  0.02
H: 1.30 -1.05 -2.57  0.03



Entry 3:
Density functional theory data (wB97M-V/def2-TZVPD) for 2 unconnected molecules or ions with the total composition C3H10O2S at a distorted geometry.

Results
LUMO (spin up / spin down): -4.273 / -9.268 eV
molecular weight: 110.18 g mol⁻¹
2S+1: 2
Kohn-Sham gap (spin up / spin down): 8.985 / 3.989 eV
charge: +1

Each line ends with the Löwdin charge.
Geometry (Å):
C: -0.44 0.51 -2.20  -0.28
O: -1.11 1.21 -1.20  -0.05
C: 1.01 0.44 -1.75  -0.22
C: 1.27 -0.54 -0.56  -0.41
S: 2.83 -1.49 -0.71  1.17
H: -0.78 -0.51 -2.37  0.13
H: -0.45 1.05 -3.15  0.13
H: -2.10 1.13 -1.23  0.13
H: 1.61 0.02 -2.57  0.09
H: 1.36 1.44 -1.50  0.13
H: 0.49 -1.30 -0.51  0.11
H: 1.37 -0.03 0.40  0.11
H: 3.25 -0.86 -1.81  -0.05
H: -3.19 -0.21 5.79  0.01
H: -2.18 -0.72 6.69  0.02
O: -2.94 -0.15 6.70  -0.03



Entry 4:
Density functional theory data (wB97M-V/def2-TZVPD) for 3 unconnected molecules or ions with the total composition C3H10O3 at a distorted geometry.

Results
LUMO: 0.392 eV
molecular weight: 94.11 g mol⁻¹
SMILES: C=CCO.O.O
Kohn-Sham gap: 9.994 eV
charge: 0

Each line ends with the Löwdin charge.
Geometry (Å):
C: 1.92 0.80 -0.10  0.01
C: 1.41 0.06 0.87  -0.16
C: -0.06 0.03 1.16  -0.25
O: -0.40 -1.21 1.88  -0.11
H: 2.94 1.16 0.01  0.06
H: 1.30 1.34 -0.80  0.04
H: 2.04 -0.48 1.57  0.10
H: -0.69 -0.11 0.29  0.08
H: -0.34 0.82 1.86  0.12
H: -0.08 -1.89 1.28  0.07
O: -1.07 1.90 -1.29  -0.06
H: -2.02 2.06 -1.38  0.05
H: -0.82 2.31 -0.46  0.04
O: -0.94 -1.59 -1.86  -0.06
H: -1.88 -1.79 -1.73  0.04
H: -1.06 -0.63 -1.79  0.01



Entry 5:
Density functional theory data (wB97M-V/def2-TZVPD) for 3 unconnected molecules or ions with the total composition C3H10O3S at a distorted geometry.

Results
LUMO: 0.739 eV
molecular weight: 126.18 g mol⁻¹
SMILES: O=CCCS.O.O
Kohn-Sham gap: 9.973 eV
charge: 0

Each line ends with the Löwdin charge.
Geometry (Å):
O: -2.45 0.33 1.05  0.03
C: -1.65 1.20 1.35  -0.23
C: -0.17 1.04 1.08  -0.22
C: 0.08 -0.03 0.03  -0.57
S: 1.73 0.10 -0.74  0.70
H: -2.04 2.14 1.76  0.13
H: 0.22 1.99 0.72  0.11
H: 0.29 0.80 2.03  0.12
H: -0.64 -0.08 -0.79  0.07
H: -0.01 -1.02 0.48  0.07
H: 2.29 0.96 0.12  -0.16
O: -4.12 2.33 -0.11  -0.07
H: -3.64 1.60 0.32  -0.02
H: -4.34 1.95 -0.97  0.04
O: 4.44 -4.46 -1.28  -0.06
H: 3.79 -4.65 -1.95  0.03
H: 5.31 -4.74 -1.57  0.03



Entry 6:
Density functional theory data (wB97M-V/def2-TZVPD) for 3 unconnected molecules or ions with the total composition C3H10O3S at a distorted geometry.

Results
LUMO (spin up / spin down): -3.941 / -9.107 eV
molecular weight: 126.18 g mol⁻¹
2S+1: 2
Kohn-Sham gap (spin up / spin down): 10.590 / 5.024 eV
charge: +1

Each line ends with the Löwdin charge.
Geometry (Å):
O: 0.36 1.20 1.88  0.15
C: 0.31 1.93 0.96  -0.22
C: 0.61 1.28 -0.39  -0.19
C: -0.44 1.78 -1.41  -0.41
S: -0.34 0.58 -2.83  1.12
H: -0.18 2.89 0.88  0.14
H: 0.32 0.14 -0.25  0.14
H: 1.56 1.26 -0.74  0.08
H: -1.51 1.58 -0.95  0.15
H: -0.46 2.83 -1.67  0.10
H: -0.47 -0.63 -2.29  -0.08
H: 0.01 -2.94 -0.85  -0.01
H: -0.34 -2.25 0.45  0.02
O: -0.72 -2.69 -0.36  -0.04
H: 0.50 -1.86 3.09  0.01
H: 0.26 -3.01 2.27  0.06
O: 0.51 -2.09 2.21  -0.01



Entry 7:
Density functional theory data (wB97M-V/def2-TZVPD) for 3 unconnected molecules or ions with the total composition C3H10O4 at a distorted geometry.

Results
LUMO: 0.502 eV
molecular weight: 110.11 g mol⁻¹
SMILES: CCC(=O)O.O.O
Kohn-Sham gap: 11.236 eV
charge: 0

Each line ends with the Löwdin charge.
Geometry (Å):
C: 1.12 0.63 1.13  -0.08
C: 0.41 -0.45 0.25  -0.14
C: 0.83 -0.36 -1.17  -0.53
O: 1.56 -1.19 -1.68  0.08
O: 0.08 0.52 -1.84  0.12
H: 0.69 1.63 1.22  0.07
H: 2.12 0.88 0.76  0.07
H: 1.24 0.23 2.14  0.07
H: 0.58 -1.40 0.74  0.12
H: -0.64 -0.21 0.40  0.12
H: -0.01 0.54 -2.80  0.13
O: -6.80 0.80 0.36  -0.07
H: -5.98 0.69 0.87  0.03
H: -7.47 0.45 0.95  0.03
O: 4.07 -0.71 -0.10  -0.08
H: 4.87 -0.97 -0.60  0.05
H: 3.35 -1.07 -0.66  0.00



Entry 8:
Density functional theory data (wB97M-V/def2-TZVPD) for 3 unconnected molecules or ions with the total composition C3H10O4 at a distorted geometry.

Results
LUMO: 0.399 eV
molecular weight: 110.11 g mol⁻¹
SMILES: CCC(=O)O.O.O
Kohn-Sham gap: 10.488 eV
charge: 0

Each line ends with the Löwdin charge.
Geometry (Å):
C: -0.12 1.10 -0.33  -0.09
C: -0.13 0.62 1.12  -0.16
C: 0.23 -0.85 1.13  -0.53
O: -0.61 -1.70 1.04  0.13
O: 1.55 -1.13 1.01  0.08
H: 0.90 1.16 -0.74  0.07
H: -0.72 0.49 -1.00  0.09
H: -0.40 2.15 -0.41  0.07
H: -1.15 0.75 1.52  0.12
H: 0.44 1.27 1.79  0.12
H: 1.98 -0.85 0.21  0.05
O: 3.74 -0.48 -0.90  -0.04
H: 4.58 -0.40 -0.44  0.06
H: 3.66 0.37 -1.34  0.04
O: -4.61 -0.52 -0.69  -0.04
H: -4.39 -0.66 -1.62  0.03
H: -4.94 -1.32 -0.35  0.01



Entry 9:
Density functional theory data (wB97M-V/def2-TZVPD) for 2 unconnected molecules or ions with the total composition C3H10O4SSi at a distorted geometry.

Results
LUMO (spin up / spin down): -0.625 / -0.709 eV
molecular weight: 170.26 g mol⁻¹
Kohn-Sham gap (spin up / spin down): 6.235 / 5.952 eV
charge: 0

Each line ends with the Löwdin charge.
Geometry (Å):
C: 2.12 1.01 0.71  -0.11
C: -1.60 2.19 -1.43  -0.08
C: -0.40 -2.48 -0.66  -0.13
O: 1.29 0.98 -0.46  -0.17
O: -1.23 0.82 -1.32  -0.14
O: 0.40 -1.35 -0.89  -0.15
O: -0.17 -0.02 2.36  -0.88
Si: -0.06 0.15 -0.54  0.47
S: -0.74 -1.36 2.88  0.52
H: 1.59 0.34 1.50  0.07
H: 2.35 2.03 1.08  0.09
H: 3.10 0.61 0.43  0.08
H: -2.37 2.18 -2.27  0.11
H: -0.86 2.74 -1.89  0.05
H: -2.07 2.66 -0.51  0.12
H: -0.72 -2.58 0.50  0.08
H: 0.19 -3.34 -0.95  0.09
H: -1.30 -2.42 -1.14  0.05
H: 0.47 -2.18 2.60  -0.09



Entry 10:
Density functional theory data (wB97M-V/def2-TZVPD) for a gas-phase ion, C3H10OP (charge +1) at a distorted geometry.

Results
LUMO: -3.303 eV
molecular weight: 93.09 g mol⁻¹
Kohn-Sham gap: 12.735 eV
charge: +1

Each line ends with the Löwdin charge.
Geometry (Å):
C: -0.94 -0.84 -1.13  -0.14
C: 1.73 -0.61 0.39  -0.10
C: -0.99 0.87 1.36  -0.08
O: 0.65 1.42 -0.97  -0.20
P: 0.05 0.26 -0.13  0.84
H: -1.93 -0.55 -1.27  0.05
H: -0.86 -1.78 -0.73  0.04
H: -0.62 -0.98 -2.11  0.06
H: 2.22 0.20 0.99  0.08
H: 2.12 -1.32 -0.38  0.08
H: 1.41 -1.33 1.09  0.02
H: -1.55 0.06 1.72  0.05
H: -1.42 1.84 1.01  0.09
H: -0.23 1.02 2.06  0.02
H: 0.36 1.76 -1.91  0.19